This record from the Open Molecules 2025 dataset describes 2 unconnected molecules or ions with the total composition C2H7NO2. The level of theory is wB97M-V/def2-TZVPD.

- 2S+1: 2
- Relative energy (zero: lowest compared OMol25 entry of this formula, charge and spin): 14.2 kcal/mol
- DFT total energy: -7771.5129 eV
- E_LUMO (alpha / beta): 3.892 / 3.863 eV
- Charge: -1
- Max |F|: 1.88 eV/Å

Last column: Löwdin spin population.
Geometry (Å):
C -2.249 -0.278 -0.048  0.054
N -0.979 0.124 0.160  0.031
C -0.472 1.379 -0.396  0.248
O -2.814 -1.184 0.534  0.010
H -2.725 0.284 -0.870  0.006
H -0.550 -0.222 1.006  0.051
H -1.253 2.126 -0.513  0.019
H -0.162 1.169 -1.430  0.045
H 0.444 1.710 0.079  0.092
H 3.027 -1.195 0.745  0.114
H 4.140 -1.926 -0.028  0.058
O 3.594 -1.987 0.763  0.271


This record from the Open Molecules 2025 dataset describes a molecular structure, C42H35N7O2V. The level of theory is wB97M-V/def2-TZVPD.

- 2S+1: 4
- Relative energy (zero: lowest compared OMol25 entry of this formula, charge and spin): 0.0 kcal/mol
- DFT total energy: -84336.8443 eV
- E_LUMO (alpha / beta): -0.805 / -0.905 eV
- Charge: 0
- Max |F|: 4.42 eV/Å

Last column: Löwdin spin population.
Geometry (Å):
V -1.716 -0.392 -0.220  2.449
C -1.460 0.604 3.599  0.001
C -1.606 1.972 2.969  0.001
C -1.314 3.127 3.728  0.000
C -1.324 4.399 3.197  0.001
C -1.736 4.596 1.883  0.000
C -2.125 3.520 1.085  0.001
C -2.692 3.788 -0.317  0.001
C -2.070 2.188 1.639  0.004
N -2.670 1.184 0.860  0.005
C -4.026 1.159 0.760  0.012
O -4.811 1.901 1.349  0.027
C -4.563 0.232 -0.217  0.047
C -5.932 0.114 -0.584  -0.012
C -6.238 -0.756 -1.641  0.042
C -5.224 -1.492 -2.276  -0.010
C -3.921 -1.292 -1.843  0.045
N -3.562 -0.322 -0.918  0.005
C -2.824 -2.158 -2.256  0.022
O -3.038 -3.150 -2.959  0.046
N -1.585 -1.734 -1.806  0.010
C -0.438 -2.171 -2.464  0.004
C 0.058 -1.371 -3.541  0.001
C -0.739 -0.209 -4.136  0.001
C 1.219 -1.827 -4.180  0.000
C 1.842 -2.982 -3.819  0.001
C 1.311 -3.778 -2.840  0.000
C 0.144 -3.468 -2.194  0.001
C -0.504 -4.459 -1.225  0.000
H -1.696 0.742 4.677  0.000
H -0.441 0.223 3.497  0.000
H -2.092 -0.158 3.154  0.001
H -1.158 3.039 4.814  0.000
H -1.077 5.271 3.842  0.000
H -1.797 5.658 1.592  0.000
H -3.763 3.964 -0.254  0.000
H -2.461 2.934 -0.991  0.000
H -2.258 4.679 -0.762  0.000
H -6.687 0.653 -0.028  -0.001
H -7.261 -0.880 -1.949  0.003
H -5.423 -2.185 -3.097  -0.001
H -1.657 0.036 -3.563  0.001
H -1.064 -0.440 -5.147  0.000
H -0.116 0.668 -4.211  0.000
H 1.616 -1.152 -4.926  0.000
H 2.705 -3.343 -4.404  0.000
H 1.834 -4.733 -2.642  0.000
H -0.170 -4.268 -0.168  0.000
H -0.189 -5.487 -1.530  0.000
H -1.566 -4.386 -1.247  0.000
N -1.292 -1.777 1.183  0.039
C -0.934 -2.524 2.012  0.096
C -0.542 -3.579 2.892  0.008
C 0.286 -3.345 4.000  0.017
C 0.387 -4.345 4.968  -0.002
C -0.312 -5.536 4.859  0.017
C -1.066 -5.802 3.709  -0.002
C -1.219 -4.796 2.766  0.016
H 0.838 -2.428 4.101  0.001
H 1.023 -4.136 5.822  0.000
H -0.228 -6.291 5.659  0.001
H -1.609 -6.751 3.628  0.000
H -1.782 -5.011 1.840  0.001
N 4.938 1.927 0.114  0.001
C 6.032 2.760 -0.217  0.002
C 7.259 3.005 0.324  -0.001
C 8.073 3.877 -0.422  0.004
C 7.607 4.589 -1.503  0.000
C 6.308 4.452 -1.969  0.003
C 5.537 3.456 -1.349  0.000
N 4.259 3.092 -1.692  0.011
C 3.920 2.129 -0.793  -0.003
C 2.625 1.550 -0.684  0.020
C 1.613 1.982 -1.570  -0.007
C 0.315 1.484 -1.397  0.025
N 0.049 0.632 -0.428  0.014
C 0.992 0.219 0.463  0.028
C 2.286 0.673 0.378  -0.003
H 4.971 1.202 0.810  0.000
H 7.580 2.506 1.210  0.000
H 9.084 4.048 -0.060  0.000
H 8.300 5.284 -2.013  0.000
H 5.871 5.041 -2.794  0.000
H 1.859 2.612 -2.418  -0.001
H -0.574 1.915 -1.918  0.003
H 0.707 -0.588 1.132  0.004
H 3.106 0.421 1.065  -0.001


This record from the Open Molecules 2025 dataset describes a molecular structure, C40H46P2PdSi. The level of theory is wB97M-V/def2-TZVPD.

- 2S+1: 3
- Relative energy (zero: lowest compared OMol25 entry of this formula, charge and spin): 0.0 kcal/mol
- DFT total energy: -72153.9433 eV
- E_LUMO (alpha / beta): 0.010 / -1.291 eV
- Charge: 0
- Max |F|: 3.25 eV/Å

Last column: Löwdin spin population.
Geometry (Å):
Pd 1.713 -1.036 -1.146  0.708
C -3.086 0.549 4.695  0.001
C -3.144 0.654 3.372  0.002
C -3.621 1.766 2.486  0.000
C -2.456 2.620 1.912  0.000
C -1.769 3.395 2.970  0.000
C -2.205 3.667 4.220  0.000
C -3.249 3.037 5.132  0.000
C -2.978 1.620 5.715  0.000
C 2.800 -0.362 1.711  0.098
H -3.078 -0.439 5.141  0.000
H -2.718 -0.158 2.767  0.002
H -4.352 2.461 2.935  0.000
H -4.117 1.254 1.643  0.000
H -1.769 1.947 1.386  0.000
H -2.912 3.225 1.112  0.000
H -0.850 3.864 2.635  0.000
H -1.684 4.487 4.748  0.000
H -4.287 3.028 4.755  0.000
H -3.236 3.701 6.017  0.000
H -1.958 1.643 6.122  0.000
H -3.600 1.454 6.626  0.000
H 3.341 -1.152 2.272  0.007
H 3.056 0.632 2.110  0.006
H 3.105 -0.305 0.656  0.033
P 0.080 -2.125 -2.200  0.161
P 2.020 0.379 -2.728  0.160
C -0.586 -0.567 -2.824  0.014
C 0.274 0.388 -3.225  0.006
C -0.185 -3.252 -3.643  0.036
C -1.322 -2.944 -4.410  0.009
C -1.584 -3.587 -5.620  0.002
C -0.763 -4.637 -6.050  0.001
C 0.292 -5.037 -5.223  0.000
C 0.582 -4.368 -4.028  0.004
C -1.361 -2.601 -1.148  0.030
C -1.470 -1.815 0.001  0.035
C -2.523 -2.042 0.889  0.004
C -3.545 -2.935 0.573  0.009
C -3.403 -3.772 -0.541  0.001
C -2.278 -3.646 -1.362  0.009
C 2.813 0.591 -4.430  0.030
C 2.434 -0.308 -5.449  0.008
C 2.739 -0.063 -6.795  -0.001
C 3.438 1.092 -7.175  0.008
C 3.820 2.002 -6.182  0.000
C 3.521 1.751 -4.831  0.011
C 2.325 2.036 -2.040  0.042
C 3.548 2.395 -1.455  0.017
C 3.725 3.705 -0.994  -0.001
C 2.701 4.648 -1.153  0.009
C 1.523 4.305 -1.821  0.001
C 1.338 3.000 -2.274  0.015
H -1.674 -0.532 -2.888  0.000
H 0.110 1.100 -4.029  0.000
H -2.019 -2.176 -4.064  0.001
H -2.436 -3.265 -6.221  0.000
H -0.962 -5.119 -7.008  0.000
H 0.893 -5.887 -5.540  0.000
H 1.387 -4.731 -3.390  0.001
H -0.711 -1.042 0.174  0.028
H -2.511 -1.547 1.859  0.003
H -4.404 -3.067 1.238  0.001
H -4.129 -4.552 -0.744  0.000
H -2.096 -4.380 -2.145  0.000
H 1.856 -1.198 -5.197  0.001
H 2.433 -0.767 -7.569  0.000
H 3.685 1.279 -8.224  0.000
H 4.354 2.915 -6.472  0.000
H 3.827 2.506 -4.104  0.001
H 4.357 1.667 -1.387  0.002
H 4.655 3.993 -0.510  0.000
H 2.812 5.657 -0.756  0.001
H 0.725 5.032 -1.991  0.000
H 0.431 2.735 -2.815  0.001
C 2.351 -1.658 5.137  0.014
Si 0.753 -0.755 4.590  0.051
C -0.503 -1.771 5.529  -0.001
C 0.978 0.811 5.564  0.010
C 0.457 -0.590 2.723  0.244
C 1.359 -0.584 1.819  0.157
H 2.374 -1.747 6.240  0.003
H 3.292 -1.153 4.870  0.001
H 2.381 -2.687 4.741  0.000
H -0.216 -1.735 6.609  0.000
H -1.563 -1.485 5.481  0.000
H -0.456 -2.834 5.222  0.000
H 1.927 1.342 5.339  0.000
H 0.126 1.504 5.421  0.000
H 1.057 0.573 6.651  0.002